Entry 1:
Here is a cluster of 2 separate species, C4H8N in total in a non-equilibrium geometry from OMol25. Energies are from ωB97M-V/def2-TZVPD.

Each line ends with the Löwdin charge.
Atoms and positions in Å:
C -0.549 -0.741 0.352  -0.14
C 0.064 0.480 -0.148  0.08
C -1.910 -0.101 -0.012  -0.13
C 2.801 0.168 -0.125  0.31
N -1.128 1.039 -0.312  0.06
H -0.517 -1.341 1.272  0.15
H -0.290 -1.500 -0.352  0.12
H -2.653 -0.476 -0.704  0.14
H -2.410 -0.138 0.917  0.12
H 3.165 1.162 -0.366  0.05
H 2.771 -0.133 0.936  0.05
H 2.092 -0.396 -0.698  -0.02
H -1.435 1.978 -0.760  0.22

Output
frontier orbital gap (alpha / beta): 0.25708 / 0.34769 Ha
HOMO level (alpha / beta): -0.5139 / -0.5531 hartree
net charge: +1

Entry 2:
Here is a structure of composition C4H8N2 in a non-equilibrium geometry from OMol25. Energies are from ωB97M-V/def2-TZVPD.

Each line ends with the Löwdin charge.
Atoms and positions in Å:
C 2.044 0.087 0.213  -0.09
C 0.623 0.637 0.292  -0.25
N -0.287 -0.254 -0.417  -0.10
C -1.507 0.124 -0.858  -0.09
C -2.615 -0.591 0.602  -0.20
N -2.394 -1.635 1.089  -0.03
H 2.378 0.003 -0.826  0.08
H 2.102 -0.906 0.673  0.08
H 2.739 0.740 0.749  0.07
H 0.305 0.740 1.340  0.12
H 0.571 1.631 -0.170  0.12
H -0.375 -1.172 0.007  0.11
H -2.036 -0.573 -1.487  0.08
H -1.549 1.170 -1.207  0.11

Output
frontier orbital gap: 0.36106 Ha
HOMO level: -0.3555 hartree

Entry 3:
Here is a cluster of 2 separate species, C4H8N2 in total in a non-equilibrium geometry from OMol25. Energies are from ωB97M-V/def2-TZVPD.

Each line ends with the Löwdin charge.
Atoms and positions in Å:
C -2.830 -0.275 0.271  -0.01
C -2.552 -0.228 -0.855  -0.02
C 0.263 1.476 1.592  -0.03
C 1.691 -0.965 -0.642  -0.11
N 0.568 0.912 0.437  -0.24
N 1.727 0.335 0.072  -0.15
H -3.453 -0.481 1.131  0.04
H -1.934 -0.035 -1.676  0.01
H -0.641 2.121 1.680  -0.01
H 2.746 -1.310 -1.027  0.12
H 1.337 -1.773 -0.113  0.03
H 0.933 -0.762 -1.441  0.07
H -0.206 0.850 -0.384  0.15
H 2.351 0.134 0.956  0.16

Output
frontier orbital gap: 0.31982 Ha
HOMO level: -0.2864 hartree

Entry 4:
Here is the molecule C4H8N2 in a non-equilibrium geometry from OMol25. Energies are from ωB97M-V/def2-TZVPD.

Each line ends with the Löwdin charge.
Atoms and positions in Å:
C -0.180 1.237 -0.162  -0.11
C -0.627 -0.042 0.468  -0.36
C 0.639 0.013 -0.395  -0.21
C -1.881 -0.699 0.021  -0.12
N 3.044 -0.247 -0.272  0.01
N 2.035 -0.056 0.390  -0.03
H -0.547 1.625 -1.065  0.09
H 0.295 1.917 0.442  0.07
H -0.459 0.010 1.639  0.17
H 0.413 -0.507 -1.247  0.09
H -2.737 -0.333 0.731  0.10
H -1.831 -1.907 0.223  0.12
H -2.046 -0.575 -1.102  0.09
H 3.883 -0.438 0.329  0.07

Output
frontier orbital gap: 0.36426 Ha
HOMO level: -0.3220 hartree

Entry 5:
Here is the molecule C4H8N2 from OMol25. Energies are from ωB97M-V/def2-TZVPD.

Each line ends with the Löwdin charge.
Atoms and positions in Å:
N -1.956 0.542 -0.762  0.03
C -1.056 0.129 0.266  -0.37
C -0.511 -1.257 0.363  -0.09
H -1.874 -0.075 -1.572  0.08
H -2.916 0.516 -0.439  0.07
H -1.236 0.662 1.189  0.14
H -0.317 -1.673 1.340  0.09
H -0.801 -1.982 -0.387  0.10
N 2.456 0.865 0.280  0.04
C 1.404 0.344 0.861  -0.10
C 0.396 -0.127 -0.091  -0.30
H 3.214 1.214 0.844  0.08
H 2.575 0.946 -0.731  0.10
H 0.623 -0.102 -1.161  0.13

Output
frontier orbital gap: 0.34086 Ha
HOMO level: -0.2948 hartree

Entry 6:
Here is a cluster of 2 separate species, C4H8N2 in total from OMol25. Energies are from ωB97M-V/def2-TZVPD.

Each line ends with the Löwdin charge.
Atoms and positions in Å:
C -1.178 1.418 0.874  -0.11
N -1.254 0.550 -0.044  -0.08
C -1.277 -0.846 0.379  -0.16
C 1.692 -0.933 -1.481  -0.02
C 1.802 0.067 -0.642  -0.29
N 1.978 1.001 0.136  0.14
H -1.157 2.476 0.603  0.07
H 1.095 1.425 0.428  0.03
H -1.121 1.174 1.946  0.09
H -0.396 -1.097 0.984  0.07
H -1.285 -1.494 -0.499  0.07
H -2.173 -1.050 0.977  0.08
H 1.662 -0.739 -2.546  0.06
H 1.613 -1.951 -1.118  0.06

Output
frontier orbital gap: 0.36755 Ha
HOMO level: -0.3332 hartree

Entry 7:
Here is the molecule C4H8N2 in a non-equilibrium geometry from OMol25. Energies are from ωB97M-V/def2-TZVPD.

Each line ends with the Löwdin charge.
Atoms and positions in Å:
C 1.977 -0.166 0.104  -0.08
C -0.149 0.802 0.001  -0.23
C -1.618 0.304 -0.049  -0.22
C -1.264 -1.000 0.096  -0.25
H 2.190 0.020 1.093  0.03
H 2.489 -1.100 -0.037  0.05
H 2.545 0.553 -0.604  0.11
H -0.277 1.910 -0.662  0.17
H 0.250 1.226 1.022  0.13
H -2.161 0.524 -0.938  0.10
H -2.590 0.653 0.484  0.16
H -1.943 -1.939 0.201  0.14
N 0.583 -0.305 -0.597  -0.19
N -0.032 -1.481 -0.113  0.07

Output
frontier orbital gap: 0.35466 Ha
HOMO level: -0.3196 hartree

Entry 8:
Here is a cluster of 2 separate species, C4H8N2 in total in a non-equilibrium geometry from OMol25. Energies are from ωB97M-V/def2-TZVPD.

Each line ends with the Löwdin charge.
Atoms and positions in Å:
C -0.531 1.060 -1.062  -0.03
C 0.168 -0.008 -0.639  -0.54
C 1.549 0.112 -0.053  -0.05
N -0.311 -1.306 -0.702  0.09
C -1.289 0.064 1.863  -0.10
N -1.096 -0.729 2.680  0.06
H -1.363 0.748 1.025  0.03
H -1.503 0.950 -1.538  0.06
H -0.096 2.052 -1.026  0.06
H 2.292 -0.223 -0.783  0.09
H 1.654 -0.509 0.846  0.08
H 1.770 1.146 0.220  0.08
H 0.065 -1.951 -0.020  0.09
H -1.311 -1.407 -0.811  0.09

Output
frontier orbital gap: 0.35414 Ha
HOMO level: -0.3195 hartree